{
  "formula": "C25H25BF6O2S",
  "method": "ωB97M-V with the def2-TZVPD basis set",
  "homo_energy_ev": -6.83,
  "e_above_lowest_kj_mol": 0.0,
  "total_charge": 0,
  "largest_force_ev_per_a": 2.82,
  "energy_ev": -58241.9061,
  "homo_lumo_gap_ev": 4.10,
  "species": ["C", "C", "C", "C", "C", "B", "C", "C", "C", "C", "F", "F", "F", "C", "C", "C", "F", "F", "F", "C", "O", "C", "C", "C", "C", "C", "O", "S", "H", "H", "H", "H", "H", "H", "H", "H", "H", "H", "H", "H", "H", "H", "H", "H", "H", "H", "C", "C", "C", "C", "C", "C", "C", "H", "H", "H", "H", "H", "H", "H"],
  "xyz": [[-0.2276, -0.5025, 6.1012], [0.2683, -0.5484, 4.7076], [1.4196, -1.1603, 4.2523], [1.5885, -1.0615, 2.8290], [0.5551, -0.3647, 2.2407], [0.3824, -0.0088, 0.6492], [-0.1117, -1.4650, 0.1003], [-1.4586, -1.7413, 0.0421], [-1.8559, -2.9898, -0.4219], [-3.3260, -3.2327, -0.5534], [-3.6296, -4.5566, -0.6424], [-4.0168, -2.7165, 0.5072], [-3.8354, -2.6225, -1.6778], [-0.9346, -3.9602, -0.7939], [0.4160, -3.6539, -0.6877], [1.4966, -4.6358, -1.0275], [2.4414, -4.0958, -1.8633], [2.1637, -5.0362, 0.1027], [1.0200, -5.7580, -1.6300], [0.8356, -2.4012, -0.2640], [-0.6024, 0.9997, 0.4919], [-0.1957, 2.3570, 0.5298], [1.3368, 2.6014, 0.6919], [1.6802, 3.9087, 0.0013], [1.7130, 2.6652, 2.1505], [2.2305, 1.4926, 0.0675], [1.6675, 0.2117, 0.0748], [-0.6248, 0.1784, 3.3956], [0.5179, -0.9366, 6.7774], [-0.4107, 0.5407, 6.3892], [-1.1685, -1.0603, 6.1853], [2.1116, -1.6680, 4.9247], [2.4101, -1.5105, 2.2856], [-2.1892, -0.9988, 0.3582], [-1.2608, -4.9241, -1.1476], [1.8933, -2.1609, -0.2058], [-0.5399, 2.7859, -0.4254], [-0.7584, 2.8459, 1.3486], [2.7109, 4.2110, 0.2374], [1.5940, 3.7910, -1.0880], [1.0012, 4.7258, 0.2903], [2.8005, 2.7942, 2.2275], [1.2251, 3.5050, 2.6565], [1.4120, 1.7306, 2.6357], [2.4550, 1.7243, -0.9895], [3.1963, 1.4521, 0.6005], [-0.4410, 0.7490, -2.5461], [-0.0715, 2.0696, -2.8107], [-0.6154, 2.9733, -3.7251], [-1.6499, 2.7989, -4.6307], [-2.2499, 1.5969, -4.9929], [-2.2119, 0.3846, -4.3063], [-1.5101, 0.0717, -3.1449], [0.2040, 0.1601, -1.8928], [0.7615, 2.4568, -2.2111], [-0.1288, 3.9597, -3.7553], [-1.9849, 3.7004, -5.1613], [-2.8636, 1.6088, -5.8962], [-2.8246, -0.4283, -4.7179], [-1.8098, -0.8515, -2.6434]]
}

{
  "formula": "C8H12Si",
  "method": "ωB97M-V with the def2-TZVPD basis set",
  "homo_energy_ev": -9.19,
  "e_above_lowest_kj_mol": 214.3,
  "total_charge": 0,
  "largest_force_ev_per_a": 7.62,
  "energy_ev": -16363.5108,
  "smiles": "C#C[Si](C#C)(CC)CC",
  "homo_lumo_gap_ev": 10.16,
  "species": ["C", "C", "C", "C", "C", "C", "C", "C", "Si", "H", "H", "H", "H", "H", "H", "H", "H", "H", "H", "H", "H"],
  "xyz": [[0.8024, -2.3909, 2.1135], [2.9863, 1.0893, -1.0198], [0.6836, -1.5579, 1.2110], [1.9943, 0.5853, -0.4901], [-0.3849, 2.6740, 0.9728], [-1.0431, -2.2560, -1.4157], [-0.8897, 1.2632, 1.2190], [-0.5359, -0.7877, -1.5543], [0.3875, -0.1116, -0.0012], [0.9241, -3.1054, 2.8831], [3.8246, 1.3920, -1.4081], [0.6025, 2.9629, 1.3739], [-0.5468, 3.0319, -0.0860], [-1.0986, 3.2307, 1.5648], [-0.1449, -2.8456, -1.4781], [-1.5580, -2.1952, -0.4399], [-1.7934, -2.3723, -2.2777], [-1.9359, 1.1619, 0.9168], [-0.7457, 1.1583, 2.2020], [-1.4963, -0.1787, -1.7243], [-0.0322, -0.7482, -2.5617]]
}

{
  "formula": "C4H8O3",
  "method": "ωB97M-V with the def2-TZVPD basis set",
  "homo_energy_ev": -10.11,
  "e_above_lowest_kj_mol": 206.3,
  "total_charge": 0,
  "largest_force_ev_per_a": 2.39,
  "energy_ev": -10418.8650,
  "smiles": "CCC=O.O=CO",
  "homo_lumo_gap_ev": 10.82,
  "species": ["C", "C", "O", "C", "O", "C", "O", "H", "H", "H", "H", "H", "H", "H", "H"],
  "xyz": [[-1.8038, 0.4752, -0.8479], [-0.1309, 1.1897, 0.4078], [0.0810, 0.9090, 1.5792], [-0.2707, 0.1697, -0.6484], [1.9569, -1.0892, -0.5846], [2.1352, -1.3828, 0.5813], [1.3652, -1.1335, 1.6284], [-2.5217, 0.5077, -0.0003], [-1.9941, -0.4005, -1.4493], [-1.8393, 1.3796, -1.4520], [-0.4464, 2.2327, 0.1633], [0.7288, -0.3441, 1.5491], [0.0902, 0.2961, -1.6817], [-0.2668, -0.8570, -0.2733], [3.0288, -1.9084, 0.9783]]
}

{
  "formula": "C21H58O24",
  "method": "ωB97M-V with the def2-TZVPD basis set",
  "homo_energy_ev": -7.53,
  "total_charge": 0,
  "largest_force_ev_per_a": 8.74,
  "energy_ev": -71854.4123,
  "homo_lumo_gap_ev": 7.19,
  "species": ["O", "H", "H", "O", "H", "H", "O", "H", "H", "O", "H", "H", "O", "H", "H", "O", "H", "H", "O", "H", "H", "C", "C", "C", "O", "C", "O", "O", "H", "H", "H", "H", "H", "H", "C", "C", "C", "O", "C", "O", "O", "H", "H", "H", "H", "H", "H", "C", "C", "C", "O", "C", "O", "O", "H", "H", "H", "H", "H", "H", "C", "C", "C", "O", "C", "O", "O", "H", "H", "H", "H", "H", "H", "C", "O", "H", "H", "H", "H", "C", "O", "H", "H", "H", "H", "C", "O", "H", "H", "H", "H", "C", "O", "H", "H", "H", "H", "C", "O", "H", "H", "H", "H"],
  "xyz": [[-3.3062, 2.5361, 3.4913], [-3.3161, 2.8764, 4.3915], [-2.7761, 1.7173, 3.5386], [0.5196, 3.4201, -3.0869], [0.0345, 3.9849, -3.7081], [1.3340, 3.1808, -3.5438], [-2.6155, -1.9858, 2.7314], [-3.4543, -1.6609, 2.3500], [-2.5846, -2.9249, 2.5165], [-0.0771, 6.0977, 0.6270], [-0.5084, 5.3676, 0.1208], [0.8138, 5.7858, 0.8482], [-1.9726, 0.0892, 4.2808], [-1.2014, -0.1088, 4.8299], [-2.2656, -0.7864, 3.8996], [-2.8647, 4.5624, 1.5369], [-2.4775, 4.5446, 0.6541], [-2.9439, 3.6316, 1.8268], [-1.2598, 4.3394, -1.1897], [-2.0380, 3.7670, -1.2163], [-0.6834, 4.0103, -1.9136], [4.7718, -1.1880, -2.2251], [4.4359, 0.2811, -2.0822], [3.2764, 0.6350, -1.1255], [3.7636, 1.6507, -0.2728], [5.1002, 1.5605, -0.2549], [5.8281, 2.0371, 0.5392], [5.5336, 0.8094, -1.2759], [5.8331, -1.3714, -2.3833], [4.3059, -1.5947, -3.1312], [4.4282, -1.8397, -1.4230], [4.3713, 0.8247, -3.0246], [2.9547, -0.2404, -0.5588], [2.4413, 0.9313, -1.7648], [-3.8352, -5.5160, -3.4679], [-4.0038, -5.3544, -1.9814], [-2.7793, -5.8090, -1.1336], [-2.4837, -4.6670, -0.3208], [-3.1519, -3.6102, -0.8002], [-3.0203, -2.4916, -0.4109], [-4.1254, -3.9583, -1.6617], [-4.6842, -5.1155, -4.0305], [-3.8748, -6.5562, -3.8072], [-2.9419, -5.0429, -3.8759], [-4.8774, -5.8969, -1.6192], [-1.9712, -6.0414, -1.8228], [-3.1289, -6.6268, -0.5141], [-0.6387, 1.7438, 0.8166], [-1.0060, 0.3058, 0.4465], [-1.2601, 0.1496, -1.0582], [-0.2939, -0.8169, -1.5228], [0.4129, -1.2417, -0.4651], [1.2071, -2.1224, -0.5037], [0.1658, -0.5404, 0.6332], [0.4193, 1.9110, 0.6168], [-0.7496, 1.8665, 1.8959], [-1.2841, 2.4575, 0.3088], [-1.8267, -0.0669, 1.0562], [-1.0477, 1.0838, -1.5803], [-2.2433, -0.2610, -1.2805], [0.4820, -4.5811, -5.4571], [1.5758, -3.8322, -4.7262], [1.5502, -3.9895, -3.2090], [2.9382, -3.9830, -2.8769], [3.6342, -4.3672, -3.9663], [4.7602, -4.7310, -3.9703], [2.8458, -4.4238, -5.0533], [0.5248, -4.4279, -6.5402], [-0.5181, -4.3206, -5.1158], [0.6911, -5.6542, -5.4215], [1.6148, -2.7997, -5.0891], [1.0394, -4.8704, -2.8162], [1.0121, -3.1214, -2.8237], [3.0154, 1.8352, 2.9619], [2.5755, 2.2411, 4.2466], [4.0174, 2.2078, 2.7312], [3.0356, 0.7414, 2.9076], [2.3562, 2.2337, 2.1970], [3.2152, 2.0083, 4.9205], [0.6797, -1.8654, 4.5789], [0.7175, -0.9266, 5.6239], [-0.3687, -2.1750, 4.4733], [0.9448, -1.5125, 3.5790], [1.1266, -2.8289, 4.8552], [1.6123, -0.6590, 5.8423], [-5.9136, -0.4917, 1.4568], [-4.5513, -0.1084, 1.6653], [-6.5635, -0.2824, 2.3097], [-6.3201, 0.0889, 0.6186], [-5.8944, -1.5465, 1.1897], [-4.5325, 0.7597, 2.0964], [-0.4164, 4.7838, 2.6253], [-0.5818, 6.1863, 2.5343], [-1.3099, 4.2030, 2.9042], [-0.0142, 4.2403, 1.7668], [0.2130, 4.5749, 3.4995], [-0.8624, 6.3235, 1.6151], [3.7756, 5.3758, 0.7375], [2.5704, 5.1240, 1.4372], [4.4403, 6.1745, 1.0657], [4.3025, 4.4251, 0.8153], [3.6468, 5.5629, -0.3310], [2.5561, 5.6860, 2.2229]]
}

{
  "formula": "BrFHP",
  "method": "ωB97M-V with the def2-TZVPD basis set",
  "multiplicity": 3,
  "homo_energy_ev": [-8.52, -10.60],
  "e_above_lowest_kj_mol": 0.0,
  "total_charge": 0,
  "largest_force_ev_per_a": 2.48,
  "energy_ev": -82062.6915,
  "homo_lumo_gap_ev": [9.40, 6.74],
  "species": ["F", "P", "Br", "H"],
  "xyz": [[2.2241, 0.5787, 0.2516], [0.6916, 0.5542, 0.4880], [-3.2863, -1.2065, 0.1642], [0.3706, 0.0736, -0.9038]]
}

{
  "formula": "C4H8N3S",
  "method": "ωB97M-V with the def2-TZVPD basis set",
  "homo_energy_ev": -12.60,
  "e_above_lowest_kj_mol": 162.6,
  "total_charge": 1,
  "largest_force_ev_per_a": 4.18,
  "energy_ev": -19575.5698,
  "homo_lumo_gap_ev": 7.60,
  "species": ["C", "C", "C", "C", "N", "N", "N", "S", "H", "H", "H", "H", "H", "H", "H", "H"],
  "xyz": [[2.4623, -1.9497, -0.4838], [2.8281, -1.3741, 0.7073], [0.9109, -0.6101, -0.0028], [-0.2471, 0.1090, -0.0255], [1.2870, -1.4974, -0.8490], [1.8447, -0.5530, 1.0425], [-3.1392, 1.8838, -0.5848], [-0.6414, 1.3454, 1.0758], [2.7590, -2.7678, -0.9594], [3.6133, -1.7333, 1.3282], [-1.0090, -0.2001, -0.7883], [1.9381, 0.0394, 1.8356], [-3.9091, 1.5134, 0.0433], [-3.5015, 2.8556, -0.8823], [-3.1521, 1.2964, -1.4626], [-2.0439, 1.6425, 0.0059]]
}

{
  "formula": "C4H5NO2",
  "method": "ωB97M-V with the def2-TZVPD basis set",
  "homo_energy_ev": -7.71,
  "e_above_lowest_kj_mol": 482.8,
  "total_charge": 0,
  "largest_force_ev_per_a": 0.56,
  "energy_ev": -9809.3106,
  "smiles": "O=CCNC1=CO1",
  "homo_lumo_gap_ev": 8.43,
  "species": ["O", "C", "N", "C", "C", "O", "C", "H", "H", "H", "H", "H"],
  "xyz": [[1.0119, 2.6841, 0.2221], [0.4593, 1.2103, 0.3816], [1.0222, 0.0073, 0.1500], [0.2870, -0.9800, -0.6062], [-0.9191, -1.5601, 0.1123], [-1.2814, -1.2037, 1.2049], [-0.3294, 2.2063, 0.3229], [1.5872, -0.3646, 0.9034], [0.9599, -1.8048, -0.8768], [-0.0538, -0.5373, -1.5514], [-1.4617, -2.3518, -0.4483], [-1.2821, 2.6943, 0.1853]]
}